No. 1
A molecular structure, C10H5NNdO5. Source: OMol25; level of theory: ωB97M-V/def2-TZVPD.

The geometry in XYZ format:
```
22
Properties=species:S:1:pos:R:3:forces:R:3:mulliken_charge:R:1
O 1.71481 -1.70707 -2.59367 -2.5 2.0 0.9 0.029
C 0.85313 -1.02451 -2.25655 12.2 -9.6 -4.5 0.522
Nd -0.57900 0.11005 -1.69646 4.4 -0.8 12.8 -0.487
O -1.56737 0.28995 -4.58770 1.4 -0.2 4.0 0.016
C -1.19601 0.22235 -3.50162 -6.0 1.1 -17.6 0.508
C -2.01114 1.24476 -1.13636 -12.1 9.6 4.9 0.522
O -2.87280 1.92741 -0.79935 2.5 -2.0 -1.1 0.029
C 0.52564 1.64370 -1.97863 9.3 12.7 -2.0 0.679
O 1.19020 2.56651 -2.14842 -2.0 -2.7 0.4 0.047
C -1.68371 -1.42354 -1.41427 -9.0 -12.8 2.7 0.679
O -2.34818 -2.34627 -1.24440 1.9 2.7 -0.6 0.046
C 1.10246 -0.20891 3.23015 -0.1 0.0 -0.2 -0.136
C 1.69973 -0.97926 2.23435 -0.1 -0.1 -0.8 -0.787
C 1.23569 -0.88063 0.92019 -0.1 0.5 1.8 0.173
N 0.20809 -0.03756 0.60775 -0.3 0.0 -0.9 -0.232
C -0.38226 0.72171 1.57646 1.1 -0.7 1.3 0.173
C 0.05357 0.64821 2.90203 -0.4 0.2 -0.7 -0.787
H 1.45107 -0.27583 4.25258 0.0 0.0 0.0 0.469
H 2.51533 -1.64829 2.47693 0.0 0.0 -0.1 0.449
H 1.70330 -1.48263 0.15771 -0.1 0.0 -0.3 0.320
H -1.19398 1.38893 1.33244 -0.1 0.1 -0.2 0.319
H -0.41857 1.25090 3.66686 -0.1 0.0 -0.1 0.450
```
Positions in Å, forces in eV/Å.

- spin multiplicity = 4
- <S²> = 3.8031
- charge = +3
- energy (hartree) = -1374.454982
- LUMO (spin up / spin down) (eV) = -16.54 / -16.39
- Kohn-Sham gap (spin up / spin down) (hartree) = 0.15375 / 0.15776

---

No. 2
A molecular structure, C14H10FeN2O5. Source: OMol25; level of theory: ωB97M-V/def2-TZVPD.

The geometry in XYZ format:
```
32
Properties=species:S:1:pos:R:3:forces:R:3:mulliken_charge:R:1
N 0.54093 -0.62771 -1.63618 0.6 1.4 -0.9 -0.065
C -0.22848 -1.22981 -2.59767 -1.3 -1.1 -1.5 0.256
O -1.30118 -1.80483 -2.39889 1.6 0.9 0.3 -0.562
N 0.26784 -1.18286 -3.90276 -0.1 -0.2 -0.2 -0.067
C 1.47573 -0.64944 -4.34721 -1.0 -0.9 -1.7 0.469
O 1.78697 -0.75413 -5.53692 0.1 0.4 1.6 -0.602
C 2.20693 -0.02727 -3.27675 0.6 0.1 -0.6 -0.740
C 1.66975 -0.04964 -2.01132 -0.3 0.1 1.4 0.175
H -0.30006 -1.66474 -4.59225 0.1 0.1 0.0 0.215
H 3.17018 0.41217 -3.48171 0.0 0.1 0.0 0.431
H 2.22747 0.44920 -1.21415 -0.2 -0.1 0.0 0.444
O -2.07482 3.48992 3.05621 0.4 -1.7 -0.4 -0.401
C -1.82569 2.44049 2.62873 -1.3 3.5 1.6 -0.130
Fe -1.27761 1.07428 1.68633 -1.5 -0.2 -2.3 0.407
C -2.61530 1.04779 0.45487 -1.9 0.1 -2.2 0.411
O -3.32514 1.06421 -0.46098 1.3 0.0 2.0 -0.345
C -0.44492 2.05675 0.45298 1.9 2.5 -2.7 0.243
O -0.05581 2.76486 -0.37925 -0.6 -1.3 1.5 -0.379
C 0.07625 -1.35320 0.59666 0.3 -0.3 1.6 -0.165
C 1.29453 -0.88428 1.08567 0.4 -0.9 -0.6 -0.562
C 1.45904 0.09128 2.04293 0.3 0.9 0.3 -0.725
C 0.40266 0.76935 2.73467 2.2 0.6 1.0 -0.061
C -0.66760 0.03024 3.35947 -0.5 -1.0 0.7 -0.842
C -1.43852 -0.81891 2.59860 0.2 -0.8 1.5 -0.342
C -1.16617 -0.99624 1.19387 -1.4 -1.5 -1.0 -0.793
H 0.03747 -2.12007 -0.17662 0.0 0.3 0.5 0.625
H 2.20155 -1.27049 0.60849 -0.2 0.0 0.3 0.540
H 2.48365 0.41125 2.27560 -0.4 0.1 -0.3 0.342
H 0.68326 1.72639 3.20107 0.2 -0.8 0.3 0.646
H -0.90262 0.23878 4.40265 -0.2 0.0 -0.2 0.387
H -2.33588 -1.28633 3.02532 0.3 0.2 -0.2 0.410
H -2.02441 -1.34701 0.60856 0.3 -0.2 0.4 0.781
```
Positions in Å, forces in eV/Å.

- spin multiplicity = 5
- <S²> = 6.1332
- energy (hartree) = -2288.705618
- LUMO (spin up / spin down) (eV) = 0.05 / -3.61
- Kohn-Sham gap (spin up / spin down) (hartree) = 0.20558 / 0.18929

---

No. 3
2 unconnected molecules or ions with the total composition C4H11N2O2. Source: OMol25; level of theory: ωB97M-V/def2-TZVPD.

The geometry in XYZ format:
```
19
Properties=species:S:1:pos:R:3:forces:R:3:mulliken_charge:R:1
N -1.84858 0.63989 -1.17778 0.1 -0.1 -1.2 -0.418
C -2.31010 0.29634 0.03464 0.1 -0.8 1.5 0.684
O -2.32927 -1.08572 0.25878 -0.1 1.5 -0.4 -0.458
O -2.67139 1.09731 0.87035 0.0 -0.9 -0.2 -0.596
H -1.06925 0.14494 -1.61240 -0.4 0.3 0.3 0.185
H -1.97801 1.61595 -1.36170 0.4 0.2 -0.2 0.225
H -2.24407 -1.48633 -0.61995 0.1 -0.2 0.3 0.321
C 1.50143 -0.26206 -1.62168 0.0 0.5 -0.1 -1.286
C 1.32857 -0.49069 -0.16481 0.2 -3.4 -1.2 -0.438
C 1.09534 0.42438 0.79176 0.7 3.3 1.6 -0.370
N 0.92140 0.00964 2.19183 -1.3 0.2 -0.1 -0.238
H 1.38404 0.82988 -1.86674 0.0 -1.0 0.0 0.292
H 2.48706 -0.59551 -1.99764 -0.1 0.3 0.1 0.349
H 0.79112 -0.89737 -2.17888 0.0 0.5 -0.3 0.254
H 1.50575 -1.51444 0.18872 0.1 0.1 -0.2 0.158
H 0.92553 1.48542 0.65758 0.0 -0.1 0.1 0.338
H 1.31423 -0.92933 2.39463 -0.5 0.6 -0.3 0.319
H 1.31023 0.66394 2.87295 0.2 -0.1 -0.3 0.376
H -0.11404 0.05377 2.34035 0.6 -0.9 0.6 0.303
```
Positions in Å, forces in eV/Å.

- spin multiplicity = 2
- <S²> = 0.7533
- energy (hartree) = -418.866517
- LUMO (spin up / spin down) (eV) = 0.48 / 0.34
- Kohn-Sham gap (spin up / spin down) (hartree) = 0.13848 / 0.31079

---

No. 4
A molecular structure, C23H12MnN6O5. Source: OMol25; level of theory: ωB97M-V/def2-TZVPD.

The geometry in XYZ format:
```
47
Properties=species:S:1:pos:R:3:forces:R:3:mulliken_charge:R:1
Mn 0.14188 0.21036 -0.07488 0.5 -0.9 0.7 0.074
C -0.37874 1.86073 3.82645 -0.1 0.0 -0.2 -0.473
C 0.10906 1.68114 2.54728 0.3 0.2 0.0 -0.150
N -0.53559 0.92956 1.64806 -1.2 -0.2 1.1 0.014
C -1.72617 0.36296 2.05232 0.5 0.2 -0.2 0.551
C -2.19894 0.60951 3.34476 -0.1 -0.1 -0.2 -0.065
N -1.53900 1.32765 4.22253 0.1 0.1 0.1 -0.613
C -2.34768 -0.48592 1.05567 -0.5 -0.2 0.2 -0.486
C -3.50151 -1.23893 1.18630 0.6 0.4 0.0 -0.008
C -3.92783 -2.08806 0.14639 0.3 0.1 -0.2 1.060
C -3.08483 -2.18414 -0.97837 0.3 0.3 0.1 -0.042
C -1.93907 -1.41374 -1.06988 -0.1 -0.3 -0.4 -0.410
N -1.61378 -0.52097 -0.09264 -0.5 -0.2 0.1 -0.452
C -0.92436 -1.45273 -2.10405 0.2 0.3 0.3 0.488
C -0.94020 -2.24392 -3.25579 -0.1 0.0 0.1 -0.071
N 0.04763 -2.27056 -4.11975 0.0 0.0 -0.1 -0.619
C 1.09711 -1.47975 -3.87072 0.0 0.2 0.2 -0.470
C 1.14750 -0.65860 -2.76162 0.4 0.1 -0.2 -0.150
N 0.15693 -0.63038 -1.86189 -0.7 -1.0 -0.9 -0.083
C -5.18420 -2.84299 0.23661 -0.6 -0.3 0.0 0.920
C -5.63325 -3.67324 -0.80221 0.1 0.2 0.2 -0.528
C -6.85864 -4.31043 -0.69505 0.2 0.0 -0.2 -0.426
N -7.66029 -4.19315 0.34904 -0.4 -0.2 0.0 -0.625
C -7.24598 -3.42982 1.34574 0.2 0.2 0.1 -0.423
C -6.04014 -2.74723 1.34487 0.1 0.0 -0.2 -0.533
H 0.15958 2.44340 4.55607 0.1 0.1 0.0 0.405
H 1.03203 2.14555 2.22508 0.1 -0.1 0.0 0.498
H -3.14324 0.20101 3.67769 -0.1 -0.1 -0.1 0.434
H -4.04565 -1.19087 2.11422 -0.1 0.0 0.1 0.302
H -3.29956 -2.88655 -1.76552 0.0 0.0 -0.1 0.313
H -1.78689 -2.87976 -3.47528 -0.1 0.0 0.1 0.430
H 1.90642 -1.51195 -4.58247 0.1 0.1 0.0 0.396
H 1.99029 -0.00380 -2.58071 0.0 -0.1 0.1 0.493
H -5.05510 -3.83073 -1.69835 0.0 0.0 -0.1 0.270
H -7.22396 -4.94423 -1.49267 0.1 0.0 -0.1 0.378
H -7.92309 -3.35647 2.18703 0.1 0.1 0.1 0.376
H -5.79572 -2.14780 2.20749 0.0 0.1 0.0 0.275
O 5.64838 -1.13262 2.28802 -0.4 0.1 -0.1 -0.555
C 4.54635 -0.94255 1.84568 0.5 0.0 0.1 0.578
C 3.33980 -1.85396 2.02265 0.1 -0.7 0.5 -0.147
O 3.31217 -2.86908 2.68261 -0.1 0.4 -0.3 -0.567
C 2.25534 -1.21723 1.25724 0.5 1.5 -0.8 1.175
C 2.71116 0.02130 0.69945 1.2 -2.9 2.1 0.877
O 1.85744 0.72711 0.05531 -0.6 2.2 -1.5 -0.914
C 4.11132 0.25947 1.00339 -0.1 0.3 -0.2 -0.197
O 4.82321 1.18937 0.69225 0.0 0.1 -0.1 -0.624
O 1.06771 -1.59085 1.06697 -1.0 0.2 -0.3 -0.677
```
Positions in Å, forces in eV/Å.

- spin multiplicity = 6
- <S²> = 8.8336
- energy (hartree) = -2739.401965
- LUMO (spin up / spin down) (eV) = -2.03 / -2.36
- Kohn-Sham gap (spin up / spin down) (hartree) = 0.17268 / 0.20307

---

No. 5
A molecular structure, C18H22O5PSc. Source: OMol25; level of theory: ωB97M-V/def2-TZVPD.

The geometry in XYZ format:
```
47
Properties=species:S:1:pos:R:3:forces:R:3:mulliken_charge:R:1
Sc -0.15927 0.48863 0.95077 -0.5 0.1 -0.6 -0.271
O -3.55116 2.79288 2.04980 0.0 0.0 0.0 -0.781
C -2.53918 2.38284 1.49453 0.1 0.0 0.1 0.105
O -1.91790 1.29149 1.77959 0.1 0.1 -0.1 -0.584
C -2.02112 3.17464 0.27036 0.0 0.0 0.0 -0.178
C -2.22186 2.29351 -0.96727 0.0 -0.2 0.0 -0.133
C -2.06731 3.09625 -2.26590 0.0 0.0 0.0 -0.992
C -0.52718 3.22370 -2.37675 0.0 0.1 0.0 -1.132
C -0.08802 2.59878 -1.05923 0.0 -0.2 0.0 0.212
O -1.02625 1.48552 -0.96198 0.0 0.3 0.0 -0.319
C -0.48443 3.48014 0.13582 0.0 0.2 0.0 0.014
C 0.33720 3.29041 1.43607 -0.1 0.1 0.0 0.133
O 0.31616 4.21847 2.23484 0.1 0.0 0.0 -0.751
O 0.97284 2.17885 1.56473 -0.1 0.0 -0.1 -0.637
H -2.61108 4.08722 0.21547 0.0 0.0 0.0 0.506
H -3.08724 1.63601 -0.92301 0.0 0.0 0.0 0.620
H -2.57442 4.05965 -2.19553 0.0 0.0 0.0 0.341
H -2.48246 2.54942 -3.11238 0.0 0.0 0.0 0.372
H -0.18535 4.25426 -2.47787 0.0 0.0 0.0 0.452
H -0.13560 2.63210 -3.20326 0.0 0.0 0.0 0.380
H 0.92616 2.20366 -1.04377 0.0 0.0 0.0 0.467
H -0.36298 4.53184 -0.12702 0.0 0.0 0.0 0.658
C 1.52822 -2.80097 -1.28528 -0.4 0.0 -0.4 -1.361
P 1.06888 -1.06044 -0.82359 1.0 0.0 0.8 0.756
C 1.97502 -0.45332 -3.06975 -0.2 0.0 0.1 -1.406
C 2.80304 -0.53938 -0.30148 0.1 0.0 -0.1 -1.373
H 2.42533 -2.70868 -1.89384 0.0 0.0 0.0 0.450
H 0.75863 -3.28593 -1.89228 0.0 0.0 0.0 0.254
H 1.70771 -3.40558 -0.39710 0.0 0.0 0.0 0.479
H 3.01528 -0.71814 -3.32529 0.0 0.0 0.0 0.408
H 1.86656 0.64250 -3.05183 0.0 0.0 0.0 0.271
H 1.29159 -0.87265 -3.82384 0.0 0.0 -0.1 0.291
H 3.56937 -1.22941 -0.67043 0.0 0.0 0.0 0.445
H 2.86329 -0.49501 0.78737 0.0 0.0 0.0 0.371
H 3.01622 0.44250 -0.73100 0.0 0.0 0.0 0.251
C 0.34022 -1.42730 0.89034 0.0 -0.4 0.6 -0.969
C 0.10098 -2.62145 1.63410 0.1 -0.2 -0.2 1.218
C 0.24398 -2.67171 3.05276 0.0 -0.1 0.1 -0.511
C -0.05283 -3.79366 3.80707 0.0 0.1 0.0 -0.481
C -0.49570 -4.97402 3.21516 0.0 0.0 -0.1 -0.384
C -0.63523 -4.97609 1.82604 0.0 0.0 0.0 -0.557
C -0.34955 -3.85645 1.06846 0.0 0.1 0.0 -0.164
H 0.60757 -1.78208 3.55625 0.0 0.0 0.0 0.275
H 0.07223 -3.74120 4.88577 0.0 0.0 0.0 0.308
H -0.72405 -5.85442 3.80506 0.0 0.0 0.0 0.342
H -0.98909 -5.87111 1.31994 0.0 0.0 0.0 0.313
H -0.51722 -3.89627 -0.00058 0.0 0.0 0.0 0.292
```
Positions in Å, forces in eV/Å.

- charge = -2
- energy (hartree) = -2177.371672
- LUMO (eV) = 4.78
- Kohn-Sham gap (hartree) = 0.15140

---

No. 6
A single C5H9N3 molecule. Source: OMol25; level of theory: ωB97M-V/def2-TZVPD.

The geometry in XYZ format:
```
17
Properties=species:S:1:pos:R:3:forces:R:3:mulliken_charge:R:1
H -1.35682 2.57857 0.56131 0.0 -0.3 0.1 0.237
N -0.48402 2.08145 0.41622 0.4 0.3 0.2 -0.707
C -0.62094 0.82191 0.33976 -2.7 -0.6 -0.5 0.788
C -1.98686 0.11916 0.44573 0.7 0.8 0.2 -0.469
C -2.53665 -0.62426 -0.49867 0.0 0.2 0.1 -0.627
N 0.39850 0.00509 -0.03485 2.9 0.4 0.1 0.258
N 0.27652 -1.38022 0.10568 0.2 -0.1 0.1 -0.755
C 1.72200 0.60224 -0.11510 -1.1 -0.8 -0.4 -0.061
C 2.84761 -0.09111 -0.22242 -0.1 -0.2 0.0 -0.831
H -2.53263 0.37553 1.34616 -0.1 0.0 0.0 0.320
H -2.00000 -0.88742 -1.39496 0.1 0.0 -0.1 0.241
H -3.54972 -0.98655 -0.41704 -0.1 0.0 0.1 0.295
H 0.66665 -1.83429 -0.71722 -0.1 0.2 0.1 0.239
H 0.79690 -1.69955 0.92174 0.0 0.1 -0.1 0.246
H 1.68474 1.67930 -0.16160 -0.1 0.0 0.1 0.326
H 2.88844 -1.16930 -0.19447 -0.1 -0.1 0.0 0.259
H 3.78627 0.40946 -0.38027 0.1 0.2 0.1 0.240
```
Positions in Å, forces in eV/Å.

- energy (hartree) = -360.099698
- LUMO (eV) = 0.97
- Kohn-Sham gap (hartree) = 0.35279

---

ΔE to the lowest compared entry with this formula, charge and spin per entry: 22.410; 0.173; 2.447; 1.756; 1.135; 2.655 eV